Entry from the OMol25 dataset: AsCsF6 as an isolated structure (the ωB97M-V functional and the def2-TZVPD basis).

## Properties
Calculated total energy ... -77696.0665 eV
Energy relative to the best compared isomer or geometry (same formula, charge and spin) ... 0.0 kJ/mol
Orbital gap ... 11.445 eV

The geometry in XYZ format:
```
8
Properties=species:S:1:pos:R:3:lowdin_charge:R:1
Cs 2.77 0.15 -1.77 1.082
As -0.44 -0.03 0.27 0.668
F -0.31 0.83 1.75 -0.231
F 1.16 -0.73 0.59 -0.380
F -0.42 -0.86 -1.26 -0.298
F -1.97 0.66 -0.08 -0.227
F 0.35 1.34 -0.53 -0.387
F -1.16 -1.38 1.03 -0.226
```

***

Entry from the OMol25 dataset: AsF6H20O10 as an isolated structure (the ωB97M-V functional and the def2-TZVPD basis).

## Properties
<S²> ... 0.76
Calculated total energy ... -97941.7665 eV
Multiplicity ... 2
Energy relative to the best compared isomer or geometry (same formula, charge and spin) ... 64.4 kJ/mol
Orbital gap (spin up / spin down) ... 10.220 / 2.058 eV

The geometry in XYZ format:
```
37
Properties=species:S:1:pos:R:3:lowdin_charge:R:1
As 0.02 -0.02 0.43 0.966
F 0.21 -0.98 1.95 -0.261
F -0.11 1.44 1.53 -0.270
F -0.32 0.98 -1.01 -0.250
F 0.02 -1.48 -0.62 -0.258
F -1.74 -0.20 0.50 -0.270
F 1.75 0.10 0.21 -0.229
O 3.17 -2.67 -1.65 0.012
H 3.76 -3.21 -1.12 0.046
H 3.39 -1.77 -1.40 -0.040
O -1.30 -2.94 -2.84 -0.031
H -1.28 -2.40 -3.64 0.053
H -0.59 -2.59 -2.30 0.012
O -3.58 -2.15 -0.91 0.294
H -3.59 -1.28 -0.51 0.037
H -2.79 -2.15 -1.45 0.064
O -3.05 0.90 -2.41 -0.041
H -2.90 1.81 -2.15 0.041
H -3.54 0.52 -1.69 -0.014
O 2.25 0.74 3.99 -0.035
H 2.39 1.22 3.17 0.035
H 3.12 0.44 4.25 0.045
O 3.87 -0.23 -1.13 -0.030
H 4.65 0.10 -0.69 0.070
H 3.14 -0.01 -0.54 -0.007
O 0.86 3.99 1.14 -0.059
H 0.61 4.21 0.24 0.030
H 0.54 3.10 1.26 -0.033
O -0.34 -0.53 4.65 0.086
H -0.03 0.34 4.39 0.038
H 0.16 -1.14 4.11 0.038
O 1.49 1.73 -2.72 -0.059
H 0.84 1.31 -2.16 -0.040
H 1.78 1.04 -3.31 0.030
O -4.52 0.30 0.69 -0.031
H -4.74 1.22 0.83 0.057
H -3.59 0.24 0.92 0.004
```

***

Entry from the OMol25 dataset: AsF6H22O11 as an isolated structure (the ωB97M-V functional and the def2-TZVPD basis).

## Properties
Calculated total energy ... -100028.6346 eV
Total charge ... -1
Energy relative to the best compared isomer or geometry (same formula, charge and spin) ... 268.9 kJ/mol
Orbital gap ... 10.947 eV

The geometry in XYZ format:
```
40
Properties=species:S:1:pos:R:3:lowdin_charge:R:1
As 0.07 0.68 0.81 0.922
F 0.16 0.61 2.63 -0.323
F 1.77 1.33 0.61 -0.332
F -0.11 0.90 -0.96 -0.309
F -1.64 0.04 0.94 -0.334
F -0.52 2.42 1.07 -0.338
F 0.71 -0.93 0.71 -0.281
O 6.99 1.34 0.86 -0.057
H 6.03 1.37 0.76 0.032
H 7.30 0.94 0.05 0.025
O -0.24 -1.63 7.32 -0.059
H -0.17 -0.87 6.75 0.032
H -0.05 -2.38 6.75 0.027
O -2.47 -2.11 -4.87 -0.052
H -3.25 -2.59 -4.62 0.026
H -1.74 -2.69 -4.64 0.024
O -4.35 1.80 -5.93 -0.052
H -3.81 1.09 -5.59 0.026
H -4.72 1.46 -6.74 0.023
O -0.02 -5.12 -2.82 -0.052
H 0.72 -4.88 -2.26 0.031
H 0.30 -5.86 -3.33 0.026
O 2.91 2.69 -4.23 -0.057
H 2.38 2.51 -5.01 0.025
H 2.54 2.13 -3.55 0.031
O -6.01 1.81 1.69 -0.055
H -5.22 1.32 1.48 0.031
H -6.71 1.16 1.65 0.024
O 3.41 -5.31 1.34 -0.057
H 2.66 -5.57 1.89 0.028
H 3.12 -4.51 0.90 0.028
O 6.29 6.01 2.10 -0.054
H 6.06 5.32 1.48 0.029
H 7.23 6.12 1.99 0.024
O -3.37 5.15 3.70 -0.058
H -4.03 4.51 3.44 0.025
H -2.58 4.90 3.21 0.031
O -3.37 -4.65 0.41 -0.056
H -3.31 -3.70 0.46 0.032
H -2.97 -4.87 -0.43 0.022
```

***

Entry from the OMol25 dataset: B5CuF12H8 as an isolated structure (the ωB97M-V functional and the def2-TZVPD basis).

## Properties
<S²> ... 0.76
Calculated total energy ... -80769.8658 eV
Multiplicity ... 2
Total charge ... -3
Energy relative to the best compared isomer or geometry (same formula, charge and spin) ... 556.8 kJ/mol
Orbital gap (spin up / spin down) ... 8.972 / 3.097 eV

The geometry in XYZ format:
```
26
Properties=species:S:1:pos:R:3:lowdin_charge:R:1
Cu 0.23 -0.32 0.26 0.756
B 1.96 -2.32 2.44 -0.343
H 2.74 -1.70 2.86 -0.079
H 1.01 -1.81 2.50 -0.081
H 2.16 -2.42 1.38 -0.057
H 1.95 -3.27 2.94 -0.093
B -1.35 -2.41 -1.86 -0.165
H -0.30 -2.59 -1.72 0.062
H -1.80 -2.67 -0.91 -0.022
H -1.41 -1.34 -2.02 -0.007
H -1.69 -2.96 -2.72 -0.051
B 3.81 0.38 -1.42 -1.454
F 2.77 -0.14 -2.19 0.077
F 4.62 -0.66 -1.24 0.158
F 4.47 1.28 -2.21 0.113
F 3.25 0.94 -0.31 0.138
B -2.63 1.01 2.97 -1.422
F -1.32 1.40 2.76 0.108
F -3.49 2.07 2.83 0.124
F -2.81 0.15 1.98 0.166
F -2.79 0.30 4.19 0.053
B -1.91 3.44 -2.10 -1.359
F -1.06 3.74 -3.08 0.162
F -2.94 2.70 -2.70 0.072
F -1.19 2.60 -1.21 0.064
F -2.29 4.60 -1.42 0.082
```

***

Entry from the OMol25 dataset: B5CuF20 as an isolated structure (the ωB97M-V functional and the def2-TZVPD basis).

## Properties
<S²> ... 0.75
Calculated total energy ... -102401.6849 eV
Multiplicity ... 2
Total charge ... -3
Energy relative to the best compared isomer or geometry (same formula, charge and spin) ... 194.8 kJ/mol
Orbital gap (spin up / spin down) ... 10.552 / 8.997 eV

The geometry in XYZ format:
```
26
Properties=species:S:1:pos:R:3:lowdin_charge:R:1
Cu -20.47 17.61 -7.38 1.011
B -21.14 17.95 -4.68 -1.378
F -19.99 17.58 -5.33 0.164
F -21.04 19.04 -3.85 0.156
F -21.92 18.18 -5.73 0.202
F -21.70 16.81 -4.04 0.097
B -18.83 20.51 -6.77 -1.465
F -19.51 21.42 -6.12 0.208
F -17.74 20.02 -6.03 0.103
F -19.62 19.48 -7.10 0.185
F -18.26 21.09 -7.89 0.116
B -22.71 17.93 -8.86 -1.397
F -21.74 16.94 -9.12 0.129
F -21.98 18.96 -8.38 0.182
F -23.24 18.23 -10.08 0.151
F -23.69 17.52 -7.99 0.153
B -20.87 14.61 -6.89 -1.376
F -21.32 13.76 -7.80 0.180
F -22.05 15.34 -6.53 0.088
F -20.30 13.94 -5.85 0.153
F -20.02 15.55 -7.42 0.159
B -18.07 17.33 -8.76 -1.404
F -18.97 18.29 -9.23 0.127
F -16.89 17.81 -9.11 0.195
F -18.27 17.23 -7.40 0.151
F -18.34 16.11 -9.39 0.112
```

***

Entry from the OMol25 dataset: BCuH18O7 as an isolated structure (the ωB97M-V functional and the def2-TZVPD basis).

## Properties
<S²> ... 0.75
Calculated total energy ... -59914.1923 eV
Multiplicity ... 2
Total charge ... +1
Energy relative to the best compared isomer or geometry (same formula, charge and spin) ... 1749.1 kJ/mol
Orbital gap (spin up / spin down) ... 8.033 / 7.957 eV

The geometry in XYZ format:
```
27
Properties=species:S:1:pos:R:3:lowdin_charge:R:1
Cu -0.65 0.64 0.97 0.523
B 0.19 -0.16 -0.31 -0.601
H 0.72 -0.73 -1.06 0.034
H 0.90 0.37 0.30 0.081
H -0.39 0.57 -0.86 0.078
H -0.45 -0.84 0.23 0.019
O 1.33 0.90 -2.09 -0.054
H 0.96 0.17 -1.59 -0.104
H 1.74 0.48 -2.84 0.063
O -0.78 -0.69 1.81 -0.043
H -0.31 -0.96 2.60 0.168
H -1.43 -1.37 1.67 0.160
O -0.75 2.12 0.24 -0.013
H 0.07 2.38 -0.18 0.138
H -1.44 2.47 -0.32 0.152
O -0.41 -2.48 -0.70 -0.035
H -1.24 -2.17 -1.06 0.050
H -0.02 -1.70 -0.30 -0.083
O 0.68 1.37 1.79 0.001
H 1.23 2.16 1.79 0.153
H 1.18 0.73 2.30 0.138
O 2.33 -1.34 -0.90 -0.045
H 2.08 -1.69 -1.76 0.063
H 1.60 -0.77 -0.65 -0.110
O -2.02 0.09 0.41 -0.052
H -2.32 0.43 -0.43 0.158
H -2.82 0.02 0.94 0.161
```

***

Entry from the OMol25 dataset: a 10-piece molecular cluster, BF4H18O9 overall (the ωB97M-V functional and the def2-TZVPD basis).

## Properties
Calculated total energy ... -30276.1540 eV
Total charge ... -1
Energy relative to the best compared isomer or geometry (same formula, charge and spin) ... 24.6 kJ/mol
Orbital gap ... 10.532 eV

The geometry in XYZ format:
```
32
Properties=species:S:1:pos:R:3:lowdin_charge:R:1
B 0.57 0.14 0.10 -1.220
F -0.30 -0.46 -0.80 0.145
F 0.14 1.47 0.31 0.108
F 0.69 -0.50 1.35 0.109
F 1.90 0.20 -0.42 0.077
O 0.86 -0.02 -3.47 -0.040
H 1.70 0.10 -3.91 0.044
H 1.05 0.15 -2.53 0.019
O 3.60 0.37 2.19 -0.057
H 3.59 1.32 2.30 0.026
H 2.93 0.20 1.52 -0.001
O -2.11 -0.12 1.98 -0.045
H -1.41 0.53 1.86 0.005
H -1.85 -0.63 2.74 0.039
O -0.76 2.35 2.95 -0.048
H -0.97 3.24 3.26 0.036
H -0.05 2.47 2.31 0.031
O 3.59 -2.10 -0.54 -0.060
H 3.56 -2.32 -1.48 0.024
H 2.84 -1.50 -0.42 0.003
O -1.58 -1.62 -3.78 -0.070
H -0.90 -1.03 -3.43 -0.014
H -2.34 -1.05 -3.93 0.028
O -3.11 -0.11 -0.75 -0.071
H -2.26 -0.48 -1.04 0.006
H -3.03 -0.09 0.21 0.000
O -0.31 -2.96 2.32 -0.058
H -0.72 -2.98 3.18 0.020
H -0.03 -2.04 2.18 0.001
O -1.60 2.71 -1.70 -0.066
H -1.74 1.76 -1.66 0.004
H -1.97 3.02 -0.87 0.027
```

***

Entry from the OMol25 dataset: a 10-piece molecular cluster, BF4H18O9 overall (the ωB97M-V functional and the def2-TZVPD basis).

## Properties
Calculated total energy ... -30274.8518 eV
Total charge ... -1
Energy relative to the best compared isomer or geometry (same formula, charge and spin) ... 150.2 kJ/mol
Orbital gap ... 11.052 eV

The geometry in XYZ format:
```
32
Properties=species:S:1:pos:R:3:lowdin_charge:R:1
B -13.46 20.81 23.42 -1.495
F -13.58 20.04 22.36 0.188
F -14.75 20.84 23.96 0.082
F -12.67 20.30 24.35 0.170
F -13.09 22.12 23.18 0.109
O -14.50 24.41 26.11 -0.054
H -14.63 23.85 26.88 0.024
H -13.90 23.92 25.55 0.025
O -18.79 21.47 24.25 -0.053
H -18.01 21.00 23.98 0.022
H -19.10 21.01 25.03 0.023
O -14.91 18.07 28.40 -0.053
H -14.62 18.47 27.58 0.029
H -15.77 17.70 28.19 0.024
O -16.74 17.92 23.92 -0.053
H -16.16 17.45 24.52 0.020
H -16.23 18.66 23.62 0.018
O -13.12 16.58 18.97 -0.057
H -13.97 16.37 19.35 0.029
H -13.11 17.53 18.89 0.011
O -9.99 24.19 21.86 -0.056
H -10.49 23.57 22.38 0.026
H -9.08 23.92 21.97 0.023
O -11.38 16.58 24.84 -0.056
H -12.33 16.46 24.90 0.023
H -11.27 17.43 24.41 0.028
O -14.78 25.26 21.17 -0.051
H -14.59 25.58 20.29 0.021
H -14.11 24.61 21.34 0.026
O -13.38 20.33 18.48 -0.049
H -12.55 20.74 18.24 0.030
H -13.41 20.38 19.43 0.027
```

***

Entry from the OMol25 dataset: a 11-piece molecular cluster, BF4H20O10 overall (the ωB97M-V functional and the def2-TZVPD basis).

## Properties
Calculated total energy ... -32354.8110 eV
Total charge ... -1
Energy relative to the best compared isomer or geometry (same formula, charge and spin) ... 192.3 kJ/mol
Orbital gap ... 10.816 eV

The geometry in XYZ format:
```
35
Properties=species:S:1:pos:R:3:lowdin_charge:R:1
B 12.56 18.22 -1.88 -1.419
F 12.63 17.08 -1.08 0.091
F 13.64 19.03 -1.64 0.114
F 12.45 17.95 -3.19 0.148
F 11.38 18.89 -1.58 0.089
O 8.85 14.93 -2.23 -0.053
H 8.76 14.36 -1.47 0.023
H 9.52 15.57 -1.97 0.030
O 10.94 21.55 -4.55 -0.055
H 10.27 21.79 -3.90 0.024
H 11.49 20.91 -4.10 0.026
O 13.70 22.47 2.53 -0.057
H 13.87 21.53 2.51 0.026
H 12.75 22.55 2.41 0.027
O 13.09 12.07 2.06 -0.056
H 12.26 11.66 2.31 0.024
H 12.83 12.83 1.53 0.031
O 13.80 18.08 3.18 -0.053
H 13.35 17.74 2.41 0.031
H 13.42 17.60 3.92 0.024
O 6.61 22.14 -1.33 -0.054
H 7.32 21.95 -0.72 0.025
H 6.34 21.28 -1.66 0.029
O 9.57 19.93 2.00 -0.055
H 8.67 19.60 2.01 0.023
H 9.88 19.77 1.11 0.026
O 13.10 13.74 -3.29 -0.057
H 12.95 14.68 -3.35 0.026
H 13.96 13.66 -2.87 0.026
O 17.82 19.83 -0.25 -0.056
H 16.88 19.90 -0.42 0.030
H 18.02 20.58 0.30 0.024
O 15.41 19.10 -5.94 -0.056
H 14.85 18.82 -5.22 0.026
H 15.83 19.90 -5.62 0.026
```